DFT (ωB97M-V/def2-TZVPD) results for C7H19O4 as an isolated structure.

Highest occupied orbital energy (eV): -4.39
Total energy (eV): -15755.0466
Energy above the lowest of the compared OMol25 structures with the same formula, charge and spin (kJ/mol): 268.1
E_LUMO (eV): 3.3
Charge: -1
Orbital gap (eV): 7.73

XYZ file:
```
30
Properties=species:S:1:pos:R:3:forces:R:3
C 1.67978 -1.76052 -1.95553 0.35 -1.48 -0.65
O 2.25792 -0.68524 -2.54966 0.81 1.36 0.89
C 0.15203 -1.66099 -1.83604 0.68 1.97 -3.83
C -0.47474 -0.83608 -0.77993 2.80 1.63 1.14
C -0.60055 -1.44405 0.56288 3.84 0.40 2.76
C -0.12718 -0.42917 1.76857 0.35 -2.20 -0.84
C -0.86107 0.82614 1.95243 -1.65 1.41 1.79
C -0.98700 1.52586 3.11022 2.30 -4.01 1.60
H 2.10299 -2.10287 -0.93678 -0.07 0.36 -1.09
H 1.87957 -2.54576 -2.79052 -0.46 0.07 1.86
H -0.02276 -1.14969 -2.89237 -0.23 -0.98 1.95
H -0.19768 -2.63354 -1.92127 -1.18 -2.03 0.07
H -1.25943 -0.21844 -1.09367 -1.70 0.41 -0.51
H 0.28765 -0.04816 -0.53239 -0.46 -0.41 -0.76
H -1.47804 -1.91794 0.87496 -1.68 -0.70 0.13
H 0.25679 -2.20705 0.70729 -1.43 0.68 -0.57
H -0.20757 -1.04842 2.65482 -0.30 -0.06 0.59
H 0.97929 -0.29645 1.73977 -0.72 0.27 -0.62
H -1.55993 1.11422 1.16470 1.22 0.44 -0.37
H -1.50190 2.41256 3.24257 -1.14 1.54 -0.08
H -0.54334 1.06617 4.16352 -0.72 1.30 -2.91
H 2.18250 0.34211 -2.02578 -0.35 -0.20 -0.97
H 1.77515 2.08892 -2.52546 -0.27 0.57 -1.33
O 1.98548 1.58868 -1.76600 0.46 -0.72 1.62
H 0.93959 1.90001 -0.58513 0.46 0.20 -1.47
H 1.33320 1.91470 0.74997 3.89 -1.23 3.08
O 0.62525 2.19169 0.29119 -4.13 1.63 -1.53
H -3.04569 0.74878 1.35202 0.15 -0.08 0.29
H -3.46150 -0.54535 2.10377 0.17 0.55 -0.30
O -3.76194 0.12975 1.47626 -0.97 -0.67 0.08
```
Forces are in eV/Å.



DFT (ωB97M-V/def2-TZVPD) results for a 10-piece molecular cluster, C8H38N2O10 overall.

Highest occupied orbital energy (eV): -9.32
Total energy (eV): -32367.3292
Structure (SMILES): COC[C@H](C)N.COC[C@H](C)N.O.O.O.O.O.O.O.O
Energy above the lowest of the compared OMol25 structures with the same formula, charge and spin (kJ/mol): 48.6
E_LUMO (eV): -0.3
Charge: 0
Orbital gap (eV): 9.00

XYZ file:
```
58
Properties=species:S:1:pos:R:3:forces:R:3
C 6.67144 3.50909 1.47547 0.11 0.30 0.23
O 5.52153 2.92539 2.03566 -0.06 -0.71 0.11
C 4.33315 3.28755 1.37900 0.15 0.81 0.46
C 3.15973 2.44687 1.86891 0.50 -1.12 -0.33
C 3.41304 0.95538 1.63300 0.09 0.20 -0.15
N 1.90023 2.82001 1.20988 0.42 1.07 0.24
H 6.70678 4.58441 1.69012 -0.17 0.08 -0.33
H 6.71102 3.31034 0.40115 0.12 0.16 -0.05
H 7.55916 3.10271 1.95735 -0.16 -0.32 -0.01
H 4.15530 4.34978 1.61408 -0.26 0.05 -0.17
H 4.44299 3.22567 0.28675 -0.04 -0.26 -0.04
H 3.06133 2.56369 2.95192 -0.15 0.34 -0.05
H 2.48991 0.38538 1.73715 0.06 -0.08 0.30
H 4.17605 0.60750 2.32668 -0.11 -0.21 -0.05
H 3.77971 0.76293 0.61868 0.06 0.15 -0.02
H 2.00617 2.67044 0.20808 -0.11 -0.24 0.06
H 1.85193 3.84035 1.27954 -0.38 -0.16 0.01
C -1.48299 -2.65067 -2.20856 0.30 -0.92 0.54
O -2.59570 -3.25846 -2.81902 0.07 0.11 -0.05
C -3.70928 -2.39687 -2.91699 -0.30 -0.98 -0.47
C -4.84116 -3.10708 -3.68742 0.48 0.69 -0.09
C -4.57931 -3.24957 -5.17913 0.91 0.56 0.16
N -6.06635 -2.31740 -3.51440 -0.67 -0.43 0.62
H -0.98171 -1.95446 -2.88132 -0.11 0.33 0.17
H -0.78410 -3.44535 -1.93317 0.06 -0.11 -0.46
H -1.72347 -2.24738 -1.21754 -0.27 0.62 -0.27
H -4.11271 -2.20608 -1.91591 0.20 0.36 0.08
H -3.44828 -1.47399 -3.44912 0.03 0.18 0.23
H -4.93175 -4.10503 -3.25514 -0.39 0.08 0.14
H -3.66249 -3.80673 -5.38503 -0.21 -0.34 0.11
H -4.35145 -2.25288 -5.57406 -0.38 0.02 -0.15
H -5.44091 -3.67127 -5.68682 0.03 -0.05 -0.06
H -5.89424 -1.32076 -3.42689 0.33 -0.03 -0.34
H -6.50049 -2.55679 -2.62705 -0.06 -0.10 -0.13
O -2.23589 1.35367 0.17319 -0.30 0.39 0.50
H -2.89089 0.73037 0.51459 0.15 -0.04 -0.16
H -2.71348 2.19113 0.08561 0.05 -0.16 -0.03
O 1.03062 -0.38194 -1.13047 0.32 -0.12 -0.23
H 1.67643 -1.07336 -1.32820 -0.13 0.03 0.09
H 1.53280 0.43980 -1.16934 -0.05 -0.02 0.09
O -0.16876 1.32826 2.63397 0.17 0.38 0.20
H 0.60055 1.90563 2.42612 -0.38 -0.23 -0.56
H -0.92206 1.76299 2.21306 0.06 0.00 0.05
O -2.67546 -1.86974 2.70428 0.48 -0.08 -0.16
H -3.23148 -1.18128 2.33322 0.00 -0.02 0.00
H -1.81489 -1.78873 2.22767 -0.70 0.02 0.20
O -0.43605 -1.07400 1.28435 -0.08 0.41 0.07
H -0.31119 -0.91337 0.33619 0.17 -0.01 0.29
H -0.40666 -0.18376 1.71013 0.29 -0.55 -0.28
O 1.90334 -2.08169 3.36742 0.07 0.19 -0.05
H 1.18008 -1.98838 2.73477 -0.01 0.04 0.03
H 1.86846 -1.27619 3.91145 -0.11 -0.22 -0.05
O 1.37605 0.39703 4.89784 -0.18 0.20 -0.41
H 2.04745 1.08796 4.90456 -0.05 -0.07 0.06
H 0.71011 0.69433 4.24461 0.19 -0.14 0.41
O -1.11912 1.02381 -2.35678 0.08 0.13 0.21
H -0.39527 0.38327 -2.26894 -0.37 0.19 0.11
H -1.43780 1.18745 -1.44514 0.24 -0.38 -0.62
```
Forces are in eV/Å.



DFT (ωB97M-V/def2-TZVPD) results for C56H52N6O2PSr as an isolated structure.

Highest occupied orbital energy (eV): -8.54
Total energy (eV): -82074.0010
Energy above the lowest of the compared OMol25 structures with the same formula, charge and spin (kJ/mol): 268.3
E_LUMO (eV): -3.3
Charge: +1
Orbital gap (eV): 5.28

XYZ file:
```
118
Properties=species:S:1:pos:R:3:forces:R:3
Sr 0.49233 -0.12446 0.38467 -0.35 0.39 0.56
C 1.41788 -4.04776 -5.77657 -0.01 -0.03 -0.01
C 1.55137 -4.70539 -4.56223 0.00 0.01 0.02
C 1.70749 -3.98540 -3.38602 0.00 0.04 0.00
C 1.76638 -2.58245 -3.38960 -0.05 -0.16 0.02
C 1.62273 -1.93918 -4.62842 0.01 -0.03 0.01
C 1.44988 -2.65949 -5.79957 0.01 0.04 0.04
C 1.90843 -1.81452 -2.14610 0.15 0.15 -0.23
C 1.38226 -0.41720 -2.17335 -0.02 -0.06 0.15
C 2.25116 0.76959 -2.08956 0.04 -0.08 0.04
C 1.45222 1.84236 -2.11590 0.06 0.09 0.03
C 0.03256 1.39335 -2.18878 0.19 -0.29 -0.13
N 0.11503 -0.08483 -2.18027 0.06 0.00 0.01
C -0.93867 2.27996 -1.24179 0.02 0.09 -0.15
C -0.37437 2.95330 0.01076 0.01 0.02 0.11
C -0.56575 4.26208 0.54446 0.02 0.03 -0.10
C -0.13078 4.21115 1.85697 0.04 -0.01 0.06
C 0.32631 2.87928 2.09796 -0.02 0.07 -0.09
C 0.77506 2.28223 3.29210 0.00 0.07 0.12
C 0.68712 3.16822 4.49588 0.12 -0.02 -0.05
C -0.53883 3.43213 5.09386 -0.05 0.06 0.02
C -0.60866 4.26252 6.20546 -0.02 -0.03 -0.04
C 0.54304 4.84380 6.71375 0.03 0.00 -0.01
C 1.76908 4.58993 6.11206 0.00 0.01 0.02
C 1.84319 3.75066 5.01097 -0.04 -0.05 0.01
C 1.31075 0.98871 3.52796 0.24 -0.02 -0.10
N 1.68762 0.05169 2.57150 0.07 0.17 -0.44
C 2.35621 -0.93442 3.19323 -0.15 0.04 0.07
C 3.03611 -2.06674 2.53285 0.05 -0.07 -0.07
C 3.80221 -2.98166 3.42996 0.01 0.00 -0.01
C 3.50644 -4.34536 3.48076 0.02 0.03 0.03
C 4.20914 -5.20771 4.31455 -0.01 0.00 0.00
C 5.22909 -4.71462 5.11140 0.01 -0.02 0.00
C 5.54585 -3.36220 5.06218 -0.01 0.03 -0.02
C 4.84027 -2.50488 4.23344 -0.01 -0.02 0.02
C 3.04274 -2.35917 1.18758 -0.02 -0.09 0.11
C 3.82695 -3.40428 0.49903 0.00 -0.02 -0.06
C 3.49833 -3.37499 -0.80629 -0.09 -0.14 0.04
C 2.51231 -2.29160 -0.98396 0.22 0.15 -0.10
N 2.27815 -1.74033 0.23582 -0.22 0.52 -0.22
C 2.34602 -0.69873 4.60955 0.10 -0.07 -0.03
C 1.71952 0.50361 4.80668 -0.12 0.07 0.06
N 0.16907 2.17867 0.92939 0.04 -0.52 -0.03
C -2.46462 3.87256 -2.75120 -0.02 0.00 0.06
C -2.90359 4.11178 -4.05100 0.02 -0.01 -0.01
C -4.08471 4.79878 -4.29142 0.01 0.00 0.02
C -4.84950 5.26104 -3.22947 0.00 -0.01 -0.02
C -4.42314 5.02977 -1.93016 0.01 0.00 0.01
C -3.24270 4.33739 -1.69390 -0.01 0.00 -0.04
H 1.29231 -4.60891 -6.69348 0.00 0.01 0.02
H 1.52583 -5.78773 -4.52664 0.00 0.02 0.00
H 1.78281 -4.51805 -2.44466 0.00 0.00 -0.02
H 1.66878 -0.85721 -4.67868 0.00 -0.01 0.01
H 1.35419 -2.13162 -6.74019 0.00 -0.01 0.01
H 3.32955 0.73088 -2.04852 -0.02 0.02 0.01
H 1.75780 2.87945 -2.10099 -0.01 -0.03 0.04
H -0.96233 5.12586 0.03235 0.00 -0.03 0.01
H -0.12603 5.02513 2.56683 0.00 -0.04 -0.04
H -1.43887 2.98442 4.69020 0.01 0.00 -0.01
H -1.56619 4.45728 6.67168 0.02 -0.01 -0.01
H 0.48601 5.49536 7.57602 0.01 -0.01 -0.01
H 2.67035 5.04498 6.50305 -0.02 -0.01 -0.01
H 2.79737 3.54275 4.54158 -0.01 0.01 0.01
H 2.73973 -4.75278 2.82503 0.03 -0.02 -0.01
H 3.96213 -6.26177 4.33420 0.01 0.02 0.00
H 5.78259 -5.37908 5.76206 -0.02 0.01 -0.01
H 6.35357 -2.97538 5.67024 -0.01 0.00 -0.01
H 5.09613 -1.45312 4.19619 -0.01 -0.02 0.00
H 4.57817 -4.02551 0.96205 -0.01 0.01 -0.01
H 3.93366 -3.96224 -1.60096 -0.01 0.02 0.04
H 2.78623 -1.32486 5.36885 0.00 0.02 -0.02
H 1.56553 1.00357 5.75062 0.00 -0.02 -0.03
H -2.31738 3.75842 -4.89168 -0.02 0.01 0.02
H -4.40664 4.97551 -5.30992 0.01 -0.01 0.02
H -5.77074 5.79834 -3.41474 0.02 -0.01 0.01
H -5.01161 5.38629 -1.09335 0.02 -0.01 -0.02
H -2.93687 4.15239 -0.67200 0.01 0.01 -0.01
C -5.57990 1.21645 -1.72359 -0.01 -0.02 0.00
C -4.43235 0.52099 -0.98459 0.01 -0.03 -0.06
C -4.63786 -0.99314 -0.94297 0.04 0.01 -0.04
C -3.09606 0.92531 -1.58855 0.02 0.02 0.19
C -2.20484 1.57177 -0.82123 -0.07 -0.06 -0.11
C -1.15612 3.16250 -2.51694 -0.07 -0.09 0.01
C -0.74588 1.96279 -3.42850 -0.03 0.22 0.08
C 0.10547 2.24735 -4.65708 0.01 -0.03 0.04
C -1.90056 1.06763 -3.79122 -0.05 -0.01 0.03
C -2.90070 0.64612 -3.01079 0.03 0.02 -0.08
H -6.53288 0.98830 -1.24227 0.03 0.01 0.00
H -5.64938 0.88563 -2.76302 0.00 0.00 0.03
H -5.44239 2.29839 -1.72819 0.00 -0.01 -0.01
H -4.43299 0.87842 0.04729 0.00 0.00 0.02
H -4.61657 -1.42339 -1.95219 0.00 0.01 0.03
H -5.61287 -1.23860 -0.52048 0.01 0.01 0.00
H -3.88536 -1.47326 -0.31100 -0.04 -0.01 0.00
H -2.47178 1.73654 0.21850 -0.01 -0.04 0.00
H -0.33798 3.88760 -2.55139 0.01 0.02 0.00
H -0.51368 2.56412 -5.49721 -0.01 0.01 0.01
H 0.63490 1.34064 -4.96371 -0.01 0.01 -0.01
H 0.84457 3.02655 -4.46989 -0.01 -0.02 0.01
H -1.91774 0.75211 -4.83045 0.00 0.00 0.01
H -3.67176 0.04866 -3.49080 0.03 0.02 0.02
N 0.18942 -3.36101 2.81633 0.03 -0.02 -0.12
C -0.05917 -4.05092 1.50073 -0.08 0.16 0.08
P -1.37964 -3.08241 0.60676 0.27 -0.24 0.13
O -2.72071 -3.69527 0.67634 -0.06 -0.04 -0.13
O -1.11826 -1.68357 1.10498 -0.33 -0.13 0.19
C -0.82537 -3.18425 -1.14462 -0.05 -0.05 0.03
N -1.92834 -2.64682 -2.00817 0.13 0.04 0.12
H 0.20901 -2.34164 2.65526 -0.04 0.00 0.00
H 1.09487 -3.61706 3.22569 -0.01 0.00 0.00
H -0.55143 -3.54662 3.49252 -0.01 -0.01 -0.02
H -0.33420 -5.08628 1.68401 -0.01 0.00 0.02
H 0.87919 -3.99739 0.94534 0.02 -0.01 -0.01
H -0.62357 -4.21895 -1.41813 -0.13 -0.02 -0.05
H 0.06482 -2.59733 -1.36266 0.08 -0.05 0.03
H -1.89926 -3.04186 -2.94804 0.04 0.02 0.00
H -1.81931 -1.62306 -2.09982 0.06 0.04 -0.05
H -2.83445 -2.85458 -1.57062 -0.07 -0.01 -0.04
```
Forces are in eV/Å.



DFT (ωB97M-V/def2-TZVPD) results for C26H17FeN7S3 as an isolated structure.

Highest occupied orbital energy (alpha / beta) (eV): -7.73 / -7.77
2S+1: 5
Total energy (eV): -104563.6826
Energy above the lowest of the compared OMol25 structures with the same formula, charge and spin (kJ/mol): 27.3
E_LUMO (alpha / beta) (eV): -0.9 / -0.9
Charge: 0
Orbital gap (alpha / beta) (eV): 6.85 / 6.86

XYZ file:
```
54
Properties=species:S:1:pos:R:3:forces:R:3
Fe -0.39971 -0.43689 0.07961 -0.05 1.48 0.28
C 2.92435 -1.72798 -2.24349 0.02 -0.03 0.07
C 3.31440 -0.63697 -3.01905 -0.04 0.09 0.00
C 2.81456 0.60856 -2.72812 0.02 -0.12 0.05
C 1.90741 0.77696 -1.66487 -0.02 -0.26 0.14
N 1.53953 -0.28746 -0.91575 -0.56 -0.20 0.08
C 2.05109 -1.49684 -1.20927 0.12 -0.06 -0.06
N 1.50392 2.05835 -1.41958 0.07 0.45 -0.14
C 0.55378 2.42221 -0.62930 0.02 -0.29 -0.12
N -0.33960 1.64582 0.05318 0.26 -0.59 0.37
C -1.08099 2.44684 0.87480 -0.23 -0.16 -0.01
N -1.98330 2.13212 1.73707 0.06 0.43 0.08
C -2.25966 0.88260 2.21860 0.09 -0.39 0.10
C -3.40092 0.76817 3.03240 0.10 -0.06 -0.01
C -3.67537 -0.41460 3.67723 0.00 0.04 -0.06
C -2.79953 -1.48626 3.52114 0.12 -0.07 0.02
C -1.71847 -1.32154 2.68894 -0.02 -0.05 0.13
N -1.44657 -0.18300 2.02888 0.18 -0.11 -0.59
C -0.69932 3.85703 0.64975 0.25 0.11 -0.23
C -1.12896 5.02749 1.23776 -0.07 -0.02 0.04
C -0.53423 6.21249 0.81645 -0.03 -0.02 0.02
C 0.44871 6.20768 -0.16828 0.03 0.03 0.00
C 0.88911 5.01952 -0.74293 0.11 -0.05 -0.09
C 0.30933 3.84575 -0.30782 -0.33 0.17 0.26
H 3.29756 -2.72187 -2.44161 -0.02 -0.02 0.05
H 4.01303 -0.77112 -3.83454 -0.02 0.02 -0.02
H 3.09712 1.48768 -3.28713 -0.01 0.02 0.00
H 1.72767 -2.30906 -0.56702 0.02 -0.03 -0.05
H -4.03207 1.63879 3.13722 0.00 -0.01 0.03
H -4.55734 -0.51259 4.29472 -0.01 0.03 0.00
H -2.95877 -2.43005 4.02210 -0.02 0.00 -0.02
H -1.01900 -2.13552 2.53132 -0.04 -0.02 -0.02
H -1.89314 5.01000 2.00372 -0.01 0.01 -0.01
H -0.83437 7.15211 1.26186 -0.02 0.00 -0.02
H 0.88345 7.14816 -0.48152 0.01 -0.02 -0.02
H 1.65776 5.01189 -1.50441 0.02 -0.02 0.03
S -6.72729 -1.08365 1.87902 -0.17 -0.09 0.06
C -5.49754 -0.80822 0.81856 0.33 0.10 -0.05
S -4.33942 -2.01098 0.30537 0.07 0.56 -0.18
C -3.42484 -0.76209 -0.56132 -0.79 -0.43 0.71
N -3.97716 0.39120 -0.48764 0.33 0.43 -0.32
N -5.12252 0.37335 0.24835 -0.28 -0.53 0.07
C -5.85327 1.59596 0.34766 -0.05 0.24 0.03
C -5.17896 2.74685 0.72620 0.04 -0.08 0.01
C -5.88104 3.93811 0.82711 0.02 0.02 0.01
C -7.23707 3.97822 0.54103 -0.03 0.02 0.01
C -7.89582 2.82364 0.14134 0.01 0.05 0.00
C -7.20578 1.62790 0.04012 0.09 -0.10 -0.02
S -1.98860 -1.15013 -1.42043 0.52 -0.48 -0.56
H -4.11655 2.70082 0.93553 -0.06 0.04 -0.01
H -5.36506 4.83780 1.13664 0.02 0.00 -0.03
H -7.78006 4.91076 0.62412 0.00 0.00 0.00
H -8.95049 2.85529 -0.09808 0.00 -0.01 0.00
H -7.70525 0.72410 -0.27625 -0.02 -0.03 0.03
```
Forces are in eV/Å.